No. 1
This record from the Open Molecules 2025 dataset describes a cluster of 12 separate species, C2H26O13 in total at a distorted geometry. The level of theory is ωB97M-V with the def2-TZVPD basis set.

Positions of all 41 atoms, in Å:
1 C -3.005 -0.118 2.385
2 C -2.123 -0.207 1.138
3 O -2.408 0.368 0.165
4 O -1.135 -1.101 1.292
5 H -2.744 0.936 2.775
6 H -2.963 -0.966 2.996
7 H -4.150 -0.084 2.080
8 H -0.413 -1.305 0.581
9 O 0.872 -0.986 -0.444
10 H 0.915 -0.084 -0.497
11 H 1.384 -1.277 -1.231
12 O 0.742 0.867 2.645
13 H 0.434 0.511 3.463
14 H 0.017 0.923 2.073
15 O 1.512 0.055 -2.588
16 H 1.503 -0.819 -2.810
17 H 0.620 0.387 -2.567
18 O 1.851 -2.642 -2.255
19 H 2.633 -3.287 -2.165
20 H 1.019 -3.006 -2.388
21 O -1.175 2.270 3.421
22 H -1.634 3.108 3.147
23 H -0.301 2.116 2.969
24 O 0.403 4.049 -0.516
25 H 0.697 3.976 -1.403
26 H 0.884 3.363 -0.008
27 O 3.348 1.109 -1.299
28 H 3.639 1.703 -2.037
29 H 2.545 0.589 -1.674
30 O 2.001 2.306 0.688
31 H 2.094 1.696 1.369
32 H 2.452 2.178 -0.044
33 O -0.694 -3.479 -2.058
34 H -0.992 -2.635 -1.828
35 H -1.085 -4.124 -1.425
36 O -0.815 -3.801 0.498
37 H -0.062 -3.395 0.985
38 H -1.549 -3.288 0.662
39 O -0.982 1.226 -2.167
40 H -1.681 0.788 -1.513
41 H -0.642 2.034 -1.712

Values from the calculation:
Kohn-Sham gap   11.10 eV
Structure (SMILES)   CC(=O)O.O.O.O.O.O.O.O.O.O.O.O
Relative energy (zero: lowest compared OMol25 entry of this formula, charge and spin)   8.39 kcal/mol

No. 2
This record from the Open Molecules 2025 dataset describes a cluster of 9 separate species, C24H54F27N3O9P3 in total at a distorted geometry. The level of theory is ωB97M-V with the def2-TZVPD basis set.

Positions of all 120 atoms, in Å:
1 C 15.259 18.603 13.509
2 C 14.592 17.357 12.941
3 C 13.681 17.868 11.831
4 O 14.473 18.253 10.693
5 C 13.780 19.173 9.896
6 N 15.638 16.474 12.289
7 H 16.030 17.054 11.508
8 H 16.325 16.373 13.047
9 H 15.631 14.655 11.683
10 H 14.517 19.193 13.993
11 H 15.653 19.280 12.797
12 H 16.041 18.298 14.147
13 H 14.014 16.924 13.757
14 H 13.071 18.660 12.277
15 H 12.924 17.051 11.453
16 H 12.964 18.666 9.291
17 H 14.515 19.550 9.137
18 H 13.380 20.066 10.466
19 C 18.249 7.674 8.517
20 C 19.555 6.972 9.084
21 C 20.512 6.832 7.892
22 O 21.646 6.000 8.163
23 C 22.868 6.658 8.616
24 N 20.288 7.788 10.178
25 H 21.445 6.726 11.250
26 H 20.504 8.620 9.669
27 H 19.528 8.053 10.858
28 H 17.589 7.913 9.385
29 H 17.728 6.985 7.819
30 H 18.556 8.582 7.977
31 H 19.379 5.970 9.533
32 H 20.850 7.816 7.663
33 H 19.927 6.371 7.040
34 H 23.729 6.108 8.178
35 H 22.914 6.686 9.687
36 H 22.974 7.739 8.330
37 C 17.459 11.389 9.748
38 C 18.131 11.339 11.084
39 C 19.117 12.447 11.359
40 O 19.587 12.312 12.703
41 C 20.039 13.563 13.190
42 N 17.155 11.352 12.218
43 H 17.644 11.770 12.984
44 H 16.310 12.023 12.048
45 H 16.752 10.414 12.452
46 H 17.026 12.341 9.427
47 H 16.666 10.617 9.722
48 H 18.207 11.078 8.973
49 H 18.589 10.360 11.153
50 H 18.655 13.450 11.255
51 H 20.003 12.420 10.621
52 H 20.919 13.884 12.672
53 H 20.384 13.242 14.243
54 H 19.273 14.342 13.258
55 P 16.200 7.822 12.483
56 F 16.376 6.790 13.657
57 F 17.651 8.573 12.792
58 F 17.063 6.884 11.455
59 F 16.093 8.915 11.270
60 F 14.809 7.082 12.050
61 F 15.417 8.908 13.388
62 P 22.020 11.662 7.841
63 F 23.574 11.897 7.542
64 F 22.022 12.758 9.037
65 F 21.699 12.808 6.614
66 F 20.406 11.475 7.955
67 F 22.009 10.573 6.615
68 F 22.345 10.530 8.951
69 P 16.889 14.369 15.707
70 F 17.229 14.899 14.192
71 F 18.411 13.960 15.978
72 F 17.075 15.840 16.276
73 F 16.487 13.878 17.212
74 F 15.287 14.702 15.425
75 F 16.557 12.934 15.086
76 C 14.062 13.729 10.899
77 O 13.074 13.421 11.913
78 O 15.370 13.755 11.327
79 C 13.943 12.510 10.031
80 F 14.423 12.745 8.764
81 F 14.428 11.386 10.522
82 F 12.639 12.237 9.873
83 C 13.509 13.249 13.236
84 C 13.370 11.764 13.681
85 H 12.387 11.376 13.937
86 H 13.911 11.207 12.889
87 H 13.878 11.786 14.642
88 H 12.943 14.029 13.799
89 H 14.601 13.404 13.431
90 H 13.743 14.677 10.455
91 C 12.391 26.065 9.692
92 O 13.364 27.138 10.084
93 O 11.151 26.560 9.635
94 C 13.067 25.688 8.361
95 F 12.762 24.422 8.044
96 F 12.794 26.413 7.317
97 F 14.420 25.659 8.301
98 C 13.094 27.646 11.368
99 C 13.418 26.659 12.560
100 H 14.328 26.092 12.415
101 H 13.358 27.126 13.594
102 H 12.746 25.799 12.535
103 H 11.962 27.760 11.403
104 H 13.486 28.691 11.302
105 H 12.583 25.168 10.336
106 C 22.369 7.074 12.814
107 O 21.372 7.957 13.153
108 O 22.010 6.150 11.874
109 C 23.459 8.072 12.307
110 F 23.068 8.857 11.273
111 F 23.969 8.809 13.349
112 F 24.390 7.310 11.760
113 C 20.348 7.361 13.963
114 C 19.848 8.366 14.976
115 H 19.133 9.223 14.561
116 H 19.242 7.777 15.739
117 H 20.716 8.699 15.507
118 H 20.826 6.571 14.479
119 H 19.554 7.016 13.349
120 H 22.869 6.558 13.601

Values from the calculation:
Kohn-Sham gap   7.18 eV
Net charge   -3
Relative energy (zero: lowest compared OMol25 entry of this formula, charge and spin)   0.00 kcal/mol

No. 3
This record from the Open Molecules 2025 dataset describes a cluster of 4 separate species, C4H16O3S in total at a distorted geometry. The level of theory is ωB97M-V with the def2-TZVPD basis set.

Positions of all 24 atoms, in Å:
1 C -1.157 2.710 -1.228
2 C -0.809 1.201 -0.827
3 C -0.323 1.106 0.617
4 S -0.009 -0.656 1.098
5 C -1.463 -1.658 0.441
6 H -0.594 3.353 -0.611
7 H -1.221 2.726 -2.398
8 H -2.327 2.739 -1.127
9 H 0.069 1.054 -1.498
10 H -1.677 0.398 -1.097
11 H -1.092 1.626 1.307
12 H 0.748 1.632 0.687
13 H -1.418 -1.486 -0.594
14 H -1.147 -2.557 0.764
15 H -2.444 -1.300 0.862
16 O 5.745 -0.843 1.600
17 H 5.846 -1.748 1.965
18 H 5.393 -0.875 0.715
19 O -7.268 0.866 -1.575
20 H -6.681 1.638 -1.278
21 H -7.283 0.183 -0.920
22 O 4.949 -1.706 -0.763
23 H 4.977 -2.254 -1.570
24 H 4.095 -1.319 -0.881

Values from the calculation:
Kohn-Sham gap   9.05 eV
Structure (SMILES)   CCCSC.O.O.O
Relative energy (zero: lowest compared OMol25 entry of this formula, charge and spin)   53.71 kcal/mol

No. 4
This record from the Open Molecules 2025 dataset describes a structure of composition C27H35FIN3O6PReSiTe at a distorted geometry. The level of theory is ωB97M-V with the def2-TZVPD basis set.

Positions of all 77 atoms, in Å:
1 Re -0.073 -0.165 1.688
2 N 0.305 -2.284 2.568
3 C 0.043 -3.232 1.468
4 C -1.226 -2.760 0.764
5 O -2.053 -3.563 0.351
6 N -1.348 -1.409 0.770
7 C -2.706 -0.909 0.812
8 C -2.944 -0.362 2.244
9 O -4.068 -0.118 2.643
10 O -1.851 -0.160 2.921
11 H 1.220 -2.451 2.972
12 H -0.405 -2.409 3.287
13 H -0.112 -4.258 1.811
14 H 0.888 -3.210 0.781
15 H -3.433 -1.690 0.583
16 H -2.823 -0.094 0.094
17 C -4.199 2.257 -3.461
18 C -3.206 1.928 -2.368
19 O -1.901 2.391 -2.758
20 P -0.743 1.305 -2.919
21 O -0.633 0.338 -1.815
22 Te 1.248 2.524 -3.459
23 O -1.210 0.569 -4.277
24 C -0.464 -0.588 -4.680
25 C -1.428 -1.695 -5.044
26 H -5.209 1.995 -3.141
27 H -3.961 1.703 -4.368
28 H -4.172 3.322 -3.688
29 H -3.177 0.854 -2.167
30 H -3.449 2.436 -1.433
31 H 0.192 -0.904 -3.864
32 H 0.162 -0.299 -5.529
33 H -2.011 -1.990 -4.172
34 H -0.881 -2.566 -5.408
35 H -2.115 -1.365 -5.825
36 C 3.261 -1.552 1.862
37 Si 2.115 -0.676 0.565
38 C 3.311 0.654 -0.106
39 C 2.138 -1.948 -0.882
40 C 1.006 -2.307 -1.615
41 C 1.067 -3.252 -2.632
42 C 2.270 -3.863 -2.948
43 C 3.413 -3.521 -2.240
44 C 3.339 -2.579 -1.223
45 H 4.310 -1.500 1.568
46 H 3.030 -2.615 1.976
47 H 3.181 -1.074 2.842
48 H 4.206 0.152 -0.482
49 H 3.626 1.360 0.665
50 H 2.881 1.213 -0.937
51 H 0.067 -1.821 -1.396
52 H 0.165 -3.514 -3.174
53 H 2.319 -4.603 -3.738
54 H 4.362 -3.986 -2.480
55 H 4.247 -2.331 -0.684
56 F -1.196 5.743 -0.139
57 C -0.947 4.455 0.215
58 C -1.962 3.697 0.758
59 C -1.701 2.384 1.119
60 C -0.442 1.771 0.948
61 C 0.539 2.607 0.387
62 C 0.310 3.931 0.026
63 H -2.942 4.134 0.900
64 H -2.521 1.848 1.576
65 H 1.532 2.221 0.220
66 H 1.088 4.537 -0.420
67 I 1.682 4.766 4.793
68 C 1.283 2.724 4.796
69 C 1.279 1.997 5.973
70 C 0.996 0.644 5.878
71 C 0.739 0.086 4.643
72 N 0.732 0.790 3.495
73 C 1.002 2.103 3.592
74 H 1.484 2.467 6.925
75 H 0.970 0.016 6.757
76 H 0.517 -0.964 4.571
77 H 0.983 2.665 2.668

Values from the calculation:
Spin multiplicity   2
Kohn-Sham gap (alpha / beta)   4.43 / 4.41 eV
Net charge   -1
⟨S²⟩   1.187

No. 5
This record from the Open Molecules 2025 dataset describes a cluster of 2 separate species, C5H7NO in total. The level of theory is ωB97M-V with the def2-TZVPD basis set.

Positions of all 14 atoms, in Å:
1 C 0.104 -0.578 -0.678
2 C -1.066 -0.163 -0.242
3 C -2.261 0.664 -0.392
4 N -2.172 -0.518 0.494
5 C 1.359 -0.469 -0.371
6 C 2.782 -0.530 -0.301
7 O 2.051 0.181 0.693
8 H -2.759 0.588 -1.356
9 H -2.396 1.607 0.137
10 H -2.632 -1.382 0.233
11 H 3.372 0.114 -0.943
12 H 3.249 -1.431 0.079
13 H 0.552 0.930 1.349
14 H -0.184 0.986 1.296

Values from the calculation:
Kohn-Sham gap   9.65 eV
Structure (SMILES)   C(=C1CN1)=C1CO1.[H][H]
Relative energy (zero: lowest compared OMol25 entry of this formula, charge and spin)   159.38 kcal/mol

No. 6
This record from the Open Molecules 2025 dataset describes a cluster of 15 separate species, C69H89N15O23 in total at a distorted geometry. The level of theory is ωB97M-V with the def2-TZVPD basis set.

Positions of all 196 atoms, in Å:
1 C 9.551 -13.419 20.810
2 O 9.287 -12.286 21.198
3 N 10.677 -13.713 20.162
4 C 10.975 -15.093 19.916
5 C 11.708 -12.816 19.739
6 H 8.879 -14.286 20.911
7 H 10.164 -15.707 19.524
8 H 11.248 -15.669 20.800
9 H 11.695 -15.189 19.102
10 H 11.904 -13.015 18.686
11 H 11.312 -11.812 19.890
12 H 12.635 -12.953 20.296
13 C 28.873 -8.169 25.077
14 O 27.927 -7.585 24.474
15 N 28.737 -8.752 26.281
16 C 30.016 -8.957 27.010
17 C 27.502 -8.792 27.110
18 H 29.839 -8.216 24.551
19 H 29.950 -9.906 27.542
20 H 30.082 -8.171 27.762
21 H 30.855 -8.871 26.320
22 H 27.350 -9.755 27.598
23 H 27.672 -8.008 27.847
24 H 26.610 -8.528 26.542
25 C 17.448 -17.488 22.542
26 O 16.223 -17.356 22.669
27 N 18.314 -16.694 21.811
28 C 19.740 -17.006 21.782
29 C 17.944 -15.399 21.208
30 H 17.995 -18.345 22.966
31 H 20.253 -16.210 22.322
32 H 19.997 -16.964 20.724
33 H 20.027 -17.969 22.205
34 H 18.176 -15.455 20.144
35 H 16.877 -15.247 21.365
36 H 18.592 -14.619 21.608
37 C 12.929 -14.017 27.346
38 O 12.461 -14.032 28.444
39 N 13.226 -12.853 26.722
40 C 13.810 -12.818 25.366
41 C 12.856 -11.499 27.232
42 H 13.209 -14.851 26.685
43 H 13.135 -12.298 24.686
44 H 13.815 -13.811 24.918
45 H 14.823 -12.416 25.354
46 H 12.176 -11.039 26.515
47 H 12.510 -11.528 28.266
48 H 13.725 -10.842 27.211
49 C 13.256 -5.632 15.833
50 O 12.923 -5.067 14.835
51 N 12.593 -5.596 16.957
52 C 13.182 -6.313 18.130
53 C 11.337 -4.849 17.256
54 H 14.251 -6.096 15.922
55 H 12.583 -7.182 18.404
56 H 13.209 -5.761 19.070
57 H 14.143 -6.776 17.906
58 H 10.507 -5.474 17.586
59 H 11.567 -4.069 17.982
60 H 10.846 -4.473 16.359
61 C 21.306 -13.806 28.546
62 O 22.002 -12.781 28.407
63 N 20.231 -14.164 27.759
64 C 19.417 -15.317 28.075
65 C 19.857 -13.402 26.613
66 H 21.532 -14.618 29.254
67 H 18.375 -15.042 28.245
68 H 19.852 -15.773 28.964
69 H 19.499 -16.001 27.231
70 H 19.297 -14.028 25.919
71 H 19.276 -12.533 26.921
72 H 20.717 -12.957 26.114
73 C 23.264 -4.697 30.463
74 O 22.886 -4.396 29.318
75 N 24.139 -3.946 31.189
76 C 24.741 -4.317 32.456
77 C 24.496 -2.544 30.745
78 H 22.990 -5.669 30.900
79 H 25.827 -4.271 32.378
80 H 24.422 -5.256 32.910
81 H 24.417 -3.531 33.138
82 H 24.218 -2.398 29.701
83 H 24.052 -1.774 31.376
84 H 25.572 -2.388 30.670
85 C 17.700 -8.847 30.794
86 C 16.946 -9.631 31.747
87 C 15.800 -9.056 32.321
88 C 15.367 -7.794 32.020
89 C 16.078 -7.062 30.991
90 C 17.273 -7.556 30.443
91 N 14.088 -7.295 32.579
92 O 13.635 -6.227 32.182
93 O 13.576 -7.950 33.452
94 H 18.581 -9.203 30.281
95 H 17.272 -10.639 31.960
96 H 15.286 -9.603 33.097
97 H 15.708 -6.071 30.772
98 H 17.928 -6.973 29.813
99 C 9.314 -4.777 23.297
100 C 10.108 -5.166 24.380
101 C 10.861 -4.226 25.156
102 C 10.912 -2.907 24.694
103 C 10.190 -2.587 23.525
104 C 9.464 -3.450 22.785
105 N 11.594 -1.847 25.410
106 O 11.946 -2.099 26.540
107 O 11.766 -0.730 24.938
108 H 8.751 -5.499 22.725
109 H 10.114 -6.163 24.796
110 H 11.410 -4.613 26.002
111 H 10.214 -1.570 23.163
112 H 8.990 -3.075 21.890
113 C 26.232 -13.090 12.238
114 C 26.236 -14.454 12.451
115 C 25.775 -14.965 13.689
116 C 25.332 -14.123 14.714
117 C 25.354 -12.747 14.500
118 C 25.739 -12.247 13.267
119 N 24.655 -14.650 15.954
120 O 24.127 -15.731 15.932
121 O 24.603 -13.839 16.941
122 H 26.589 -12.684 11.303
123 H 26.526 -15.142 11.671
124 H 25.641 -16.032 13.788
125 H 25.027 -12.036 15.244
126 H 25.680 -11.183 13.091
127 C 21.607 -8.922 22.671
128 C 21.153 -8.022 23.646
129 C 19.844 -7.724 23.857
130 C 18.872 -8.360 23.036
131 C 19.279 -9.295 22.135
132 C 20.646 -9.568 21.934
133 N 17.408 -8.158 23.267
134 O 16.660 -8.864 22.651
135 O 17.076 -7.309 24.132
136 H 22.649 -9.065 22.427
137 H 21.940 -7.586 24.244
138 H 19.567 -6.975 24.584
139 H 18.526 -9.721 21.489
140 H 20.994 -10.288 21.207
141 C 31.838 -8.066 18.744
142 C 30.813 -9.004 18.421
143 C 29.499 -8.597 18.289
144 C 29.176 -7.306 18.674
145 C 30.185 -6.477 19.187
146 C 31.505 -6.823 19.217
147 N 27.713 -6.908 18.612
148 O 26.937 -7.871 18.462
149 O 27.380 -5.734 18.474
150 H 32.887 -8.281 18.605
151 H 31.077 -9.997 18.089
152 H 28.712 -9.241 17.926
153 H 29.995 -5.416 19.248
154 H 32.313 -6.209 19.587
155 C 19.293 -0.049 25.120
156 C 18.337 -0.909 24.588
157 C 17.435 -0.313 23.648
158 C 17.431 0.981 23.281
159 C 18.370 1.808 23.864
160 C 19.256 1.303 24.786
161 N 16.360 1.588 22.448
162 O 15.413 0.861 22.135
163 O 16.344 2.783 22.206
164 H 19.981 -0.360 25.892
165 H 18.310 -1.966 24.809
166 H 16.636 -0.913 23.240
167 H 18.482 2.855 23.627
168 H 19.922 1.970 25.313
169 C 24.200 -1.222 22.412
170 C 24.952 -1.036 23.584
171 C 25.681 0.146 23.681
172 C 25.671 1.148 22.676
173 C 24.956 0.876 21.456
174 C 24.261 -0.295 21.345
175 N 26.449 2.399 22.879
176 O 26.693 3.098 21.900
177 O 26.858 2.749 23.955
178 H 23.683 -2.170 22.415
179 H 24.893 -1.740 24.402
180 H 26.269 0.342 24.565
181 H 25.020 1.543 20.610
182 H 23.848 -0.532 20.375
183 C 19.322 -8.633 10.992
184 C 17.916 -8.494 11.095
185 C 17.340 -9.048 12.236
186 C 18.092 -9.677 13.284
187 C 19.474 -9.710 13.143
188 C 20.109 -9.238 12.000
189 N 17.355 -10.370 14.354
190 O 18.052 -10.760 15.269
191 O 16.128 -10.467 14.308
192 H 19.854 -8.202 10.158
193 H 17.337 -7.962 10.354
194 H 16.271 -8.924 12.327
195 H 20.161 -10.163 13.843
196 H 21.183 -9.274 11.890

Values from the calculation:
Kohn-Sham gap   8.37 eV